C4H7NO2 | the ωB97M-V functional and the def2-TZVPD basis

spin multiplicity = 1
total energy = -9846.803 eV
highest occupied orbital energy = -10.04 eV
charge = 0
energy relative to the best compared isomer or geometry (same formula, charge and spin) = 0.477 eV
SMILES = C[C@@H](C=O)C(N)=O
lowest unoccupied orbital energy = 0.0234 hartree

Each atom is followed by the atoms it is bonded to, with distances in Å.
Cartesian coordinates (Å):
1 O 1.462 0.168 1.343  C4 1.216
2 O -2.026 1.538 0.484  C6 1.205
3 N 1.976 0.206 -0.864  C4 1.365, H8 1.007, H11 1.010
4 C 1.108 0.082 0.183  O1 1.216, N3 1.365, C5 1.531
5 C -0.366 -0.078 -0.198  C4 1.531, C6 1.525, C7 1.522, H10 1.102
6 C -1.004 1.304 -0.109  O2 1.205, C5 1.525, H9 1.111
7 C -1.072 -1.079 0.705  C5 1.522, H12 1.093, H13 1.092, H14 1.094
8 H 1.719 -0.074 -1.796  N3 1.007
9 H -0.460 2.108 -0.649  C6 1.111
10 H -0.440 -0.374 -1.257  C5 1.102
11 H 2.959 0.241 -0.638  N3 1.010
12 H -2.146 -1.080 0.507  C7 1.093
13 H -0.911 -0.799 1.748  C7 1.092
14 H -0.676 -2.088 0.553  C7 1.094

=====

C4H7NO2 | the ωB97M-V functional and the def2-TZVPD basis

spin multiplicity = 1
total energy = -9842.609 eV
highest occupied orbital energy (spin up / spin down) = -7.68 / -7.49 eV
charge = 0
energy relative to the best compared isomer or geometry (same formula, charge and spin) = 4.670 eV
lowest unoccupied orbital energy (spin up / spin down) = 0.0288 / 0.0195 hartree

Each atom is followed by the atoms it is bonded to, with distances in Å.
Cartesian coordinates (Å):
1 O 1.274 -0.144 1.650  C7 1.180
2 O 0.530 -1.498 -1.069  C5 1.283, C6 1.315
3 N 0.013 1.792 1.090  C4 1.438, C7 1.206
4 C -0.934 2.252 0.110  N3 1.438, H8 1.094, H11 1.092, H13 1.094
5 C 1.416 -2.194 -0.455  O2 1.283, H9 1.080, H12 1.084
6 C -0.636 -1.072 -0.639  O2 1.315, H10 1.080, H14 1.086
7 C 0.610 0.765 1.297  O1 1.180, N3 1.206
8 H -0.748 1.792 -0.865  C4 1.094
9 H 2.344 -2.336 -0.989  C5 1.080
10 H -1.270 -0.686 -1.424  C6 1.080
11 H -0.858 3.337 0.021  C4 1.092
12 H 1.234 -2.522 0.562  C5 1.084
13 H -1.953 2.005 0.425  C4 1.094
14 H -1.021 -1.492 0.286  C6 1.086

=====

C4H7NO2 | the ωB97M-V functional and the def2-TZVPD basis

spin multiplicity = 1
total energy = -9841.199 eV
highest occupied orbital energy = -9.81 eV
charge = 0
energy relative to the best compared isomer or geometry (same formula, charge and spin) = 6.081 eV
SMILES = O=C[C@H]1C/C1=N/O.[H][H]
lowest unoccupied orbital energy = 0.0219 hartree

Each atom is followed by the atoms it is bonded to, with distances in Å.
Cartesian coordinates (Å):
1 O -0.570 -1.823 -1.620  N3 1.381, H9 0.968
2 O 0.327 -1.526 1.333  C7 1.207
3 N -0.198 -0.544 -1.983  O1 1.381, C6 1.253
4 C -0.168 0.590 0.433  C5 1.523, C6 1.497, C7 1.474, H10 1.083
5 C 0.296 1.589 -0.619  C4 1.523, C6 1.446, H8 1.086, H13 1.084
6 C -0.089 0.255 -1.024  N3 1.253, C4 1.497, C5 1.446
7 C 0.731 -0.513 0.814  O2 1.207, C4 1.474, H14 1.104
8 H 1.331 1.916 -0.650  C5 1.086
9 H -0.666 -2.256 -2.480  O1 0.968
10 H -1.155 0.686 0.869  C4 1.083
11 H -0.635 0.192 2.772  H12 0.752
12 H -0.540 -0.511 2.524  H11 0.752
13 H -0.445 2.340 -0.865  C5 1.084
14 H 1.782 -0.395 0.495  C7 1.104